1.
A cluster of 11 separate species, C34H95N5O11 in total in a non-equilibrium geometry. Source: OMol25; level of theory: wB97M-V/def2-TZVPD.

Geometry as XYZ:
```
145
Properties=species:S:1:pos:R:3:forces:R:3
C -4.144 7.708 2.073 -1.17 0.61 0.35
O -3.413 6.722 1.459 0.76 -0.68 -0.31
C -2.656 7.214 0.384 -0.17 -0.89 -0.69
C -1.922 6.017 -0.222 -0.78 0.79 0.07
C -1.009 5.459 0.778 1.45 0.18 1.82
N -1.117 6.440 -1.346 0.03 -0.25 -1.53
H -3.508 8.583 2.210 -0.12 0.30 0.38
H -4.473 7.284 3.027 -0.05 0.42 -0.05
H -5.048 8.028 1.485 0.64 -0.28 0.31
H -3.344 7.635 -0.324 -0.47 0.32 -0.83
H -1.964 8.022 0.620 0.30 0.01 0.58
H -2.653 5.270 -0.506 -0.39 -0.16 0.03
H -1.384 5.465 1.805 -0.28 -0.15 -0.29
H -0.095 6.080 0.816 -0.19 -0.14 -0.08
H -0.697 4.461 0.542 0.18 -0.77 -0.19
H -0.402 5.733 -1.496 0.26 0.18 0.21
H -1.662 6.327 -2.203 -0.04 0.48 0.16
C -0.037 -0.549 1.562 1.04 -0.13 -1.16
O 1.318 -1.139 1.504 -2.10 0.97 1.16
C 1.490 -1.980 0.402 -0.71 1.28 -1.15
C 2.941 -1.990 0.054 0.85 1.02 -0.82
C 3.196 -3.113 -0.932 -0.23 0.04 0.02
N 3.863 -2.023 1.165 0.27 -0.73 0.13
H -0.781 -1.239 1.983 0.24 -0.11 -0.46
H -0.307 -0.191 0.511 0.11 -0.56 1.34
H -0.019 0.312 2.222 0.34 0.15 0.07
H 1.099 -2.964 0.497 -0.46 -1.12 0.71
H 0.920 -1.533 -0.445 0.38 -0.36 0.11
H 3.143 -0.987 -0.364 -0.20 -0.35 -0.46
H 2.299 -3.250 -1.530 0.01 -0.02 -0.36
H 3.318 -4.036 -0.381 0.08 -0.35 0.23
H 4.063 -2.997 -1.575 0.05 0.20 0.00
H 3.789 -2.927 1.635 0.01 0.46 0.30
H 3.645 -1.261 1.798 -0.05 -0.31 0.23
C 0.686 0.588 -8.324 -0.37 1.72 -0.49
O 0.659 -0.183 -7.187 0.06 -0.75 0.81
C 0.993 0.511 -5.991 -0.32 -1.57 0.26
C 0.696 -0.490 -4.850 2.35 0.21 1.85
C 1.783 -1.587 -4.709 -1.41 0.00 -2.47
N -0.602 -1.162 -4.759 0.70 -0.04 -0.62
H 0.291 0.107 -9.214 0.08 -0.66 0.22
H 1.702 0.906 -8.508 0.44 0.31 -0.39
H 0.050 1.495 -8.207 0.34 -0.20 0.06
H 2.045 0.892 -5.910 -0.66 -0.53 -0.33
H 0.337 1.348 -5.864 -0.54 0.84 -0.10
H 0.830 0.082 -3.918 -0.38 0.26 -0.18
H 1.525 -2.256 -3.948 -0.28 -0.82 1.57
H 2.821 -1.366 -4.695 0.74 0.99 0.39
H 1.680 -2.179 -5.616 0.05 -0.35 -0.34
H -1.307 -0.507 -5.019 -0.83 0.44 -0.16
H -0.639 -1.907 -5.449 0.01 0.10 -0.19
C -3.858 2.947 1.367 -0.43 -0.26 0.63
O -3.703 3.129 -0.033 -0.02 0.03 0.76
C -3.183 1.942 -0.558 -0.56 -0.79 1.48
C -3.182 1.951 -2.026 -0.36 1.36 -1.92
C -2.411 3.090 -2.714 1.44 -0.29 1.67
N -4.547 1.919 -2.606 -0.72 0.23 0.04
H -2.970 2.443 1.844 -0.52 0.50 -0.51
H -4.741 2.264 1.558 0.73 0.77 -0.05
H -3.992 3.936 1.838 -0.08 -0.51 -0.27
H -2.214 1.769 -0.022 -0.26 -0.20 -0.97
H -3.860 1.081 -0.293 0.46 0.43 0.17
H -2.713 1.042 -2.334 0.55 -0.79 -0.11
H -2.135 2.770 -3.690 0.76 -0.39 -0.77
H -1.537 3.459 -2.107 -0.44 -0.74 -0.71
H -2.953 3.970 -2.900 -1.35 1.16 0.19
H -5.312 2.063 -1.921 0.95 0.10 -0.71
H -4.641 2.582 -3.399 -0.04 -0.65 1.12
C -1.993 0.302 4.609 -1.02 0.09 0.20
O -1.556 1.668 4.686 0.10 -0.81 -0.40
C -0.246 1.824 5.237 0.02 -0.14 0.90
C 0.259 3.282 4.995 0.35 -1.30 -0.98
C 0.215 3.454 3.469 0.72 -1.11 0.03
N 1.599 3.445 5.584 -0.38 -1.04 -0.34
H -1.221 -0.332 4.152 -0.13 0.02 0.37
H -2.934 0.186 4.005 0.99 0.71 0.08
H -2.353 -0.082 5.591 0.85 0.14 -0.25
H -0.296 1.582 6.309 0.05 0.29 0.01
H 0.494 1.049 4.849 -0.74 0.99 -0.19
H -0.331 4.065 5.453 -0.70 -0.26 0.23
H 0.932 2.764 2.950 -0.02 0.80 0.53
H 0.267 4.456 3.103 0.51 0.72 -0.10
H -0.712 3.070 3.131 -1.26 -0.17 -0.33
H 1.930 4.277 5.146 0.63 0.95 -0.01
H 2.189 2.722 5.169 0.02 0.03 0.23
C -0.577 -5.242 2.147 0.81 -1.05 -1.43
C -2.036 -4.959 2.247 -2.20 0.48 0.98
C -2.477 -3.597 2.848 0.40 -0.18 0.84
O -2.651 -5.035 0.965 -0.62 -0.34 0.50
H -0.072 -4.648 1.348 -0.37 -0.08 0.75
H -0.554 -6.273 1.753 0.24 0.20 -0.02
H 0.046 -5.299 3.031 -0.22 0.54 0.40
H -2.569 -5.749 2.845 0.79 0.51 -0.20
H -1.903 -3.384 3.768 -0.30 -0.22 -0.12
H -3.564 -3.529 3.095 0.82 -0.30 -0.34
H -2.229 -2.788 2.175 -0.05 0.12 -0.31
H -1.988 -5.152 0.298 0.81 -0.11 -0.63
C 1.501 -2.168 5.295 0.37 -0.15 -1.02
C 2.631 -2.972 4.607 -0.25 0.39 -0.53
C 3.005 -4.244 5.310 -0.70 0.07 -0.02
O 2.153 -3.444 3.323 -1.08 1.65 0.10
H 1.345 -1.176 4.849 0.10 -0.30 -0.33
H 1.612 -1.955 6.337 0.35 -0.30 0.76
H 0.625 -2.776 5.122 -0.60 -0.01 0.25
H 3.479 -2.308 4.399 0.17 -0.17 0.30
H 3.464 -4.069 6.255 0.52 0.12 0.77
H 3.637 -4.849 4.677 0.27 -0.13 -0.11
H 2.073 -4.788 5.481 0.07 -0.15 0.04
H 1.563 -2.700 3.026 0.81 -1.02 -0.26
C 2.042 2.173 -0.719 -1.14 1.76 -0.27
C 3.116 2.769 -1.613 0.38 0.57 1.00
O 3.553 1.882 -2.591 0.50 -0.98 -0.68
H 1.322 1.755 -1.418 -0.32 -0.45 0.22
H 1.497 2.972 -0.132 0.63 -0.66 -0.61
H 2.383 1.458 -0.004 0.41 -0.72 0.30
H 3.941 3.172 -0.989 -0.21 -0.15 -0.43
H 2.741 3.556 -2.241 -0.56 0.87 0.33
H 4.279 1.352 -2.266 0.24 -0.34 0.14
C -1.630 -5.792 -3.706 0.10 -0.95 0.13
C -1.511 -5.988 -2.190 0.34 0.11 -1.39
O -0.533 -5.186 -1.578 0.47 0.53 -0.16
H -2.300 -6.579 -4.101 0.03 0.51 0.13
H -0.662 -5.999 -4.183 -0.11 0.37 0.12
H -2.008 -4.811 -3.968 0.02 0.18 -0.13
H -1.310 -7.036 -2.057 0.50 -0.44 0.53
H -2.440 -5.794 -1.726 -1.44 0.15 0.45
H -0.605 -4.287 -1.982 -0.07 -0.40 0.45
C 5.799 -0.811 -1.995 0.68 1.76 2.49
C 6.641 -1.577 -0.966 1.58 -1.19 -1.10
O 6.480 -1.384 0.410 -0.64 1.10 -0.49
H 5.831 -1.205 -2.972 0.03 -0.76 -1.02
H 6.256 0.217 -2.032 -0.84 -0.63 -0.05
H 4.795 -0.795 -1.584 -0.39 0.32 -0.46
H 7.685 -1.396 -1.243 0.07 0.16 0.41
H 6.550 -2.644 -1.120 -0.36 -0.59 -0.48
H 5.527 -1.582 0.561 0.12 -0.12 0.71
C -2.728 -2.681 -0.591 0.44 -1.55 0.38
C -2.211 -1.840 -1.676 1.25 1.62 -1.19
O -1.118 -2.535 -2.392 -0.93 0.63 0.82
H -1.928 -2.836 0.144 0.12 -0.11 -0.45
H -3.005 -3.672 -0.955 -0.30 0.19 0.16
H -3.496 -2.257 0.031 -0.71 0.35 -0.25
H -1.885 -0.923 -1.127 0.61 -0.22 -0.74
H -2.903 -1.432 -2.435 -0.19 -0.64 0.34
H -0.965 -2.119 -3.283 -0.14 0.23 0.64
```
Forces are in eV/Å.

Properties
SMILES string: COC[C@H](C)N.COC[C@H](C)N.COC[C@H](C)N.COC[C@H](C)N.COC[C@H](C)N.CC(C)O.CC(C)O.CCO.CCO.CCO.CCO
E_tot: -2453.614524 hartree
charge: 0
orbital gap: 9.68 eV
E_HOMO: -0.3409 Ha

---

2.
A structure of composition C14H18BN7O2Pt in a non-equilibrium geometry. Source: OMol25; level of theory: wB97M-V/def2-TZVPD.

Geometry as XYZ:
```
43
Properties=species:S:1:pos:R:3:forces:R:3
H 2.712 -0.392 0.808 0.01 -0.06 -0.13
N 1.158 -0.311 -0.705 0.18 0.97 -0.69
B -0.598 -1.266 -2.400 0.52 0.48 1.83
N 0.826 -1.211 -1.756 -1.47 0.74 -0.97
C 1.799 -2.115 -1.843 1.74 -1.26 0.03
Pt -0.478 0.711 0.263 3.35 -1.41 2.32
H 1.759 -2.861 -2.625 0.08 0.02 0.20
C 2.740 -1.916 -0.823 -0.14 -0.71 -0.61
H 3.634 -2.498 -0.670 -0.10 -0.03 0.06
C 2.302 -0.872 -0.062 0.45 -0.28 0.52
H -0.700 -1.934 -3.382 0.14 0.02 -0.02
C -1.951 1.444 1.358 -0.87 1.15 -0.11
H -1.649 2.471 1.605 -0.38 -0.10 0.26
H -2.087 0.853 2.271 0.09 0.17 -0.19
H -2.871 1.466 0.762 -0.04 0.06 0.33
N -1.002 0.214 -2.612 -0.15 1.33 0.22
N -1.527 -1.766 -1.242 -0.52 -0.01 0.97
N -0.989 1.095 -1.554 -2.05 1.32 -3.25
N -1.460 -1.126 -0.032 -0.91 -1.40 0.11
C -1.245 0.904 -3.740 0.08 0.27 0.71
C -2.377 -2.808 -1.127 0.22 0.65 0.43
H -1.265 0.390 -4.690 -0.01 0.12 0.08
H -2.571 -3.442 -1.978 0.00 -0.02 0.09
C -1.409 2.248 -3.407 -0.07 -0.06 -0.57
C -2.870 -2.825 0.176 0.00 -0.22 -0.23
C -1.260 2.339 -2.031 0.33 -1.66 -0.18
C -2.260 -1.762 0.842 0.35 0.08 -1.27
H -1.596 3.058 -4.087 -0.06 0.02 -0.05
H -3.578 -3.515 0.589 -0.08 -0.17 0.04
H -1.302 3.185 -1.363 0.00 -0.10 -0.03
H -2.357 -1.423 1.862 0.12 -0.01 -0.12
H 1.504 0.549 -1.136 0.15 0.22 -0.43
O 2.116 2.549 0.714 -0.21 -0.52 0.92
C 1.888 1.878 1.717 -0.32 -0.49 -0.16
C 2.676 1.822 3.021 0.33 0.33 -0.07
C 1.967 0.788 3.880 -0.12 -0.31 0.42
C 0.834 0.241 3.014 0.06 -0.04 -0.20
O 0.056 -0.668 3.280 0.74 1.08 -0.25
N 0.867 0.950 1.823 -1.20 -0.15 0.34
H 3.714 1.537 2.812 -0.17 0.21 -0.06
H 2.680 2.809 3.497 0.12 -0.09 -0.23
H 2.628 -0.032 4.183 -0.22 0.12 0.04
H 1.543 1.242 4.783 0.04 -0.27 -0.11
```
Forces are in eV/Å.

Properties
E_tot: -1222.199889 hartree
charge: 0
orbital gap (alpha / beta): 6.17 / 8.40 eV
E_HOMO (alpha / beta): -0.2058 / -0.3250 Ha
2S+1: 3

---

> The highest E_tot belongs to which entry?

C14H18BN7O2Pt

---

Repeat the second record exactly.
A structure of composition C14H18BN7O2Pt in a non-equilibrium geometry. Source: OMol25; level of theory: wB97M-V/def2-TZVPD.

Geometry as XYZ:
```
43
Properties=species:S:1:pos:R:3:forces:R:3
H 2.712 -0.392 0.808 0.01 -0.06 -0.13
N 1.158 -0.311 -0.705 0.18 0.97 -0.69
B -0.598 -1.266 -2.400 0.52 0.48 1.83
N 0.826 -1.211 -1.756 -1.47 0.74 -0.97
C 1.799 -2.115 -1.843 1.74 -1.26 0.03
Pt -0.478 0.711 0.263 3.35 -1.41 2.32
H 1.759 -2.861 -2.625 0.08 0.02 0.20
C 2.740 -1.916 -0.823 -0.14 -0.71 -0.61
H 3.634 -2.498 -0.670 -0.10 -0.03 0.06
C 2.302 -0.872 -0.062 0.45 -0.28 0.52
H -0.700 -1.934 -3.382 0.14 0.02 -0.02
C -1.951 1.444 1.358 -0.87 1.15 -0.11
H -1.649 2.471 1.605 -0.38 -0.10 0.26
H -2.087 0.853 2.271 0.09 0.17 -0.19
H -2.871 1.466 0.762 -0.04 0.06 0.33
N -1.002 0.214 -2.612 -0.15 1.33 0.22
N -1.527 -1.766 -1.242 -0.52 -0.01 0.97
N -0.989 1.095 -1.554 -2.05 1.32 -3.25
N -1.460 -1.126 -0.032 -0.91 -1.40 0.11
C -1.245 0.904 -3.740 0.08 0.27 0.71
C -2.377 -2.808 -1.127 0.22 0.65 0.43
H -1.265 0.390 -4.690 -0.01 0.12 0.08
H -2.571 -3.442 -1.978 0.00 -0.02 0.09
C -1.409 2.248 -3.407 -0.07 -0.06 -0.57
C -2.870 -2.825 0.176 0.00 -0.22 -0.23
C -1.260 2.339 -2.031 0.33 -1.66 -0.18
C -2.260 -1.762 0.842 0.35 0.08 -1.27
H -1.596 3.058 -4.087 -0.06 0.02 -0.05
H -3.578 -3.515 0.589 -0.08 -0.17 0.04
H -1.302 3.185 -1.363 0.00 -0.10 -0.03
H -2.357 -1.423 1.862 0.12 -0.01 -0.12
H 1.504 0.549 -1.136 0.15 0.22 -0.43
O 2.116 2.549 0.714 -0.21 -0.52 0.92
C 1.888 1.878 1.717 -0.32 -0.49 -0.16
C 2.676 1.822 3.021 0.33 0.33 -0.07
C 1.967 0.788 3.880 -0.12 -0.31 0.42
C 0.834 0.241 3.014 0.06 -0.04 -0.20
O 0.056 -0.668 3.280 0.74 1.08 -0.25
N 0.867 0.950 1.823 -1.20 -0.15 0.34
H 3.714 1.537 2.812 -0.17 0.21 -0.06
H 2.680 2.809 3.497 0.12 -0.09 -0.23
H 2.628 -0.032 4.183 -0.22 0.12 0.04
H 1.543 1.242 4.783 0.04 -0.27 -0.11
```
Forces are in eV/Å.

Properties
E_tot: -1222.199889 hartree
charge: 0
orbital gap (alpha / beta): 6.17 / 8.40 eV
E_HOMO (alpha / beta): -0.2058 / -0.3250 Ha
2S+1: 3